1.
The following is a quantum chemistry calculation of a structure of composition C18H31ClN7O4Pt, from OMol25.

CARTESIAN COORDINATES (ANGSTROEM)
Pt1 -0.6544 -0.5157 -0.7172
N1 1.4217 -1.7982 -1.9154
C1 1.8178 -2.8357 -0.9765
C2 3.3157 -3.1924 -1.0127
C3 4.2614 -1.9842 -0.9404
C4 4.0325 -1.0077 0.2107
N2 4.3223 -1.6394 1.4976
C5 3.5787 -1.6064 2.5924
N3 3.9395 -2.3632 3.6387
N4 2.5548 -0.7548 2.7299
C6 1.3688 -2.4940 0.4666
O1 1.7979 -3.1897 1.3843
O2 0.5969 -1.4819 0.6644
H1 1.1060 -2.1750 -2.7979
H2 2.1633 -1.1415 -2.1176
H3 1.2432 -3.7315 -1.2240
H4 3.5291 -3.7162 -1.9469
H5 3.5180 -3.8917 -0.2035
H6 4.2088 -1.4039 -1.8657
H7 5.2986 -2.3314 -0.9037
H8 3.0059 -0.6407 0.2073
H9 4.6859 -0.1399 0.0914
H10 5.0754 -2.3080 1.4922
H11 4.5452 -3.1500 3.4806
H12 3.2899 -2.4724 4.3978
H13 2.0618 -0.4946 1.8821
H14 1.9014 -0.9948 3.4598
Cl1 -7.7903 -0.9414 -1.2074
C7 -6.1030 -0.5601 -1.2990
C8 -5.7117 0.7555 -1.6105
C9 -4.3908 1.0942 -1.6915
C10 -3.3658 0.1451 -1.4436
O3 -2.1399 0.5604 -1.5228
C11 -3.7734 -1.1917 -1.1558
C12 -2.8740 -2.2899 -1.0261
O4 -1.6283 -2.2725 -1.0611
C13 -5.1536 -1.5123 -1.0886
H15 -6.4765 1.5000 -1.7893
H16 -4.0901 2.1030 -1.9408
H17 -3.3280 -3.2813 -0.9316
H18 -5.4463 -2.5321 -0.8729
C14 -1.2326 1.0989 2.0752
N5 -1.2722 2.2279 1.1626
C15 -2.4588 3.0631 1.2834
C16 -0.4366 2.3228 0.1090
N6 0.2349 1.2708 -0.3310
N7 -0.3058 3.5425 -0.4840
C17 -0.1095 4.7489 0.3099
C18 0.1846 3.6305 -1.8475
H19 -1.4207 1.4681 3.0850
H20 -0.2637 0.6123 2.0310
H21 -1.9924 0.3573 1.8176
H22 -3.3282 2.4159 1.4136
H23 -2.5969 3.6499 0.3807
H24 -2.3940 3.7314 2.1446
H25 0.9380 1.5444 -1.0021
H26 -0.3361 4.5593 1.3535
H27 -0.7507 5.5549 -0.0495
H28 0.9316 5.0760 0.2363
H29 -0.1684 2.7784 -2.4250
H30 1.2785 3.6880 -1.8951
H31 -0.2152 4.5367 -2.3018

Forces on atoms 1 to 3 (eV/Å):
Pt -0.2 0.3 0.8
N 0.2 -0.1 -0.4
C -0.1 0.2 0.1

Summary:
Energy above the lowest of the compared OMol25 structures with the same formula, charge and spin: 44.0 kJ/mol
E_HOMO: -10.00 eV
F_max: 0.9 eV/A
Net charge: +1
E_tot: -53555.29201 eV
Frontier orbital gap: 7.584 eV

Results of the Mulliken charge analysis, in e, for atoms 1 through 5: atom 1 (Pt): 1.095, atom 2 (N): -0.462, atom 3 (C): 0.021, atom 4 (C): -0.685, atom 5 (C): -1.117

---

2.
The following is a quantum chemistry calculation of a structure of composition C18H31CoO9S3Si, from OMol25.

CARTESIAN COORDINATES (ANGSTROEM)
Co1 -0.6218 -0.7209 0.3638
O1 -0.6619 -2.0901 -3.4146
S1 -0.9771 -1.3372 -2.2324
O2 -1.5521 -2.0934 -1.1140
O3 0.1392 -0.5444 -1.6802
C1 -2.2447 -0.1486 -2.7304
C2 -2.6085 -0.2202 -4.0676
C3 -3.5793 0.6154 -4.6020
C4 -4.2024 1.5414 -3.7882
C5 -3.8458 1.6242 -2.4495
C6 -2.8755 0.7953 -1.9041
S2 -2.5461 1.0828 -0.1508
O4 -3.4208 2.1525 0.2405
O5 -2.7460 -0.1976 0.5412
O6 -1.1030 1.3851 -0.0682
H1 -2.1125 -0.9528 -4.6876
H2 -3.8399 0.5343 -5.6496
H3 -4.9637 2.2025 -4.1825
H4 -4.3204 2.3444 -1.7991
C7 2.1427 1.4575 -0.4450
C8 2.1642 1.0715 1.0254
C9 3.5955 0.7961 1.4720
C10 1.5262 2.1509 1.8894
O7 1.3620 -0.1347 1.1636
Si1 1.4780 -1.3654 2.2945
S3 -0.3474 -2.2899 2.0958
O8 1.8202 -0.6138 3.7123
C11 1.6475 -1.0745 5.0539
C12 0.2295 -0.7380 5.5017
C13 1.9059 -2.5749 5.1501
C14 2.6686 -0.3088 5.8870
O9 2.8180 -2.2741 2.0136
C15 3.0856 -3.2484 0.9980
C16 2.5250 -4.5901 1.4562
C17 4.6056 -3.3153 0.8905
C18 2.4801 -2.8427 -0.3413
H5 2.7517 2.3523 -0.5925
H6 1.1273 1.6563 -0.7787
H7 2.5489 0.6498 -1.0546
H8 4.1851 1.7062 1.3444
H9 4.0430 0.0058 0.8689
H10 3.6359 0.4996 2.5204
H11 2.0812 3.0864 1.7868
H12 1.5393 1.8460 2.9359
H13 0.4969 2.3168 1.5732
H14 -0.4966 -1.2542 4.8739
H15 0.0575 0.3357 5.4117
H16 0.0764 -1.0321 6.5426
H17 1.1756 -3.1283 4.5565
H18 1.8237 -2.9053 6.1877
H19 2.9042 -2.8110 4.7796
H20 2.5057 0.7645 5.7787
H21 3.6789 -0.5417 5.5469
H22 2.5821 -0.5718 6.9431
H23 2.9467 -4.8564 2.4274
H24 2.7765 -5.3740 0.7380
H25 1.4405 -4.5316 1.5477
H26 5.0379 -3.5783 1.8572
H27 5.0034 -2.3457 0.5871
H28 4.9064 -4.0627 0.1539
H29 1.3902 -2.8313 -0.2940
H30 2.7727 -3.5547 -1.1155
H31 2.8203 -1.8495 -0.6373

Forces on atoms 1 to 3 (eV/Å):
Co 0.2 0.1 0.1
O 0.0 0.0 0.0
S 0.0 0.0 0.0

Summary:
Energy above the lowest of the compared OMol25 structures with the same formula, charge and spin: 0.0 kJ/mol
Multiplicity: 4
E_HOMO (alpha / beta): -5.76 / -5.84 eV
F_max: 0.2 eV/A
Net charge: -1
E_tot: -115617.33198 eV
Frontier orbital gap (alpha / beta): 8.454 / 8.534 eV

Results of the Mulliken charge analysis, in e, for atoms 1 through 5: atom 1 (Co): 0.514, atom 2 (O): -0.753, atom 3 (S): 2.028, atom 4 (O): -0.693, atom 5 (O): -0.577

---

3.
The following is a quantum chemistry calculation of a cluster of 2 separate species, C18H31F3N2O5P in total at a distorted geometry, from OMol25.

CARTESIAN COORDINATES (ANGSTROEM)
C1 0.2848 2.1527 -0.7112
C2 -1.1432 1.6854 -0.4294
C3 -1.3981 0.2696 0.0985
F1 -1.8451 -0.5504 -0.9379
C4 -0.2577 -0.4535 0.8376
N1 0.3309 0.3512 1.8470
C5 -0.2393 1.1299 2.6843
C6 -1.5523 0.8460 3.3951
C7 0.4756 2.3775 3.0885
N2 -0.8836 -1.7544 1.4836
C8 -1.0791 -2.9794 0.6314
F2 -0.5787 -4.0099 1.4348
P1 -2.9300 -3.2394 0.4041
C9 -2.9971 -4.7519 -0.6087
C10 -3.3645 -3.8757 2.0701
C11 -0.2854 -2.9953 -0.6866
O1 0.4532 -1.8507 -1.0520
C12 0.8931 -1.0047 -0.0155
C13 1.9679 -1.7064 0.8537
C14 3.3167 -1.0658 0.6383
C15 3.9294 -1.2195 -0.6841
O2 4.3944 -1.9403 0.4825
H1 0.9576 2.0712 0.1386
H2 0.2460 3.1770 -1.0796
H3 0.7004 1.5672 -1.5343
H4 -1.6499 2.3829 0.2440
H5 -1.7047 1.7429 -1.3643
H6 -2.2366 0.3199 0.7996
H7 -2.4059 0.9238 2.7187
H8 -1.5338 -0.1442 3.8517
H9 -1.7320 1.5806 4.1777
H10 1.5182 2.3499 2.7842
H11 0.4369 2.5142 4.1717
H12 -0.0566 3.2272 2.6497
H13 -0.2655 -2.0081 2.2580
H14 -1.7931 -1.5189 1.8907
H15 -4.0370 -5.0827 -0.6133
H16 -2.7126 -4.5492 -1.6398
H17 -2.3874 -5.5596 -0.1992
H18 -4.4510 -3.8683 2.1469
H19 -2.9701 -4.8766 2.2434
H20 -2.9794 -3.2182 2.8542
H21 0.3797 -3.8631 -0.6304
H22 -0.9808 -3.1731 -1.5058
H23 1.3791 -0.1708 -0.5139
H24 2.0955 -2.7394 0.5293
H25 1.7539 -1.6400 1.9224
H26 3.4873 -0.1281 1.1701
H27 4.6943 -0.5301 -1.0164
H28 3.4574 -1.8686 -1.4133
C16 1.9972 4.6006 -4.8493
C17 1.3406 3.8750 -3.6914
O3 1.2276 4.8924 -2.7230
C18 1.1501 6.0959 -3.3797
O4 0.8070 7.1069 -2.8791
O5 1.5119 5.9323 -4.6720
F3 2.1168 2.8792 -3.1911
H29 3.0830 4.5882 -4.7425
H30 1.7164 4.2208 -5.8268
H31 0.3476 3.4756 -3.9096

Forces on atoms 1 to 3 (eV/Å):
C -0.2 -0.3 -0.6
C 0.1 0.1 0.1
C -0.1 0.0 -0.1

Summary:
E_HOMO: -12.40 eV
F_max: 1.5 eV/A
Net charge: +1
E_tot: -49818.96512 eV
Frontier orbital gap: 9.493 eV

Results of the Mulliken charge analysis, in e, for atoms 1 through 5: atom 1 (C): -1.150, atom 2 (C): -0.960, atom 3 (C): -0.218, atom 4 (F): -0.397, atom 5 (C): -0.549

---

4.
The following is a quantum chemistry calculation of a structure of composition C18H31N6O3SZr, from OMol25.

CARTESIAN COORDINATES (ANGSTROEM)
Zr1 0.4194 -0.2919 1.8912
N1 -0.4212 1.8729 1.7999
C1 0.4540 2.9243 2.3923
C2 1.8922 2.4805 2.2427
N2 2.0892 1.1071 2.8104
C3 3.4621 0.6218 2.4412
C4 3.4329 -0.1621 1.1498
N3 2.4864 -1.3025 1.3407
C5 1.8793 1.1024 4.2977
C6 0.6782 0.2589 4.6977
N4 0.8196 -1.1128 4.1335
H1 -1.3742 1.9648 2.1471
H2 -0.4881 2.0137 0.7906
H3 0.3027 3.8870 1.9056
H4 0.1771 3.0480 3.4387
H5 2.1621 2.4376 1.1849
H6 2.5762 3.1797 2.7300
H7 4.1544 1.4623 2.3640
H8 3.8249 -0.0179 3.2461
H9 3.0672 0.4324 0.3121
H10 4.4371 -0.5116 0.9091
H11 2.3996 -1.7974 0.4561
H12 2.9049 -1.9573 1.9997
H13 2.7718 0.7068 4.7824
H14 1.7557 2.1183 4.6713
H15 0.5748 0.2517 5.7837
H16 -0.2625 0.6853 4.3178
H17 1.6903 -1.5202 4.4675
H18 0.0806 -1.7089 4.5013
C7 -4.4221 -0.8112 2.4072
O1 -3.5351 -1.9012 1.9829
C8 -2.2678 -1.7523 2.0085
O2 -1.6576 -0.6898 2.3285
N5 -1.5612 -2.8449 1.6747
N6 -0.1816 -2.6714 1.4800
H19 -5.4069 -1.2609 2.4311
H20 -4.3763 -0.0182 1.6666
H21 -4.1264 -0.4673 3.3938
H22 -2.0245 -3.6844 1.3479
H23 0.0248 -2.7811 0.4873
H24 0.3156 -3.3930 1.9982
C9 -2.6527 0.3509 -9.0556
C10 -2.3734 0.1929 -7.5937
O3 -3.1605 0.2635 -6.7022
S1 -0.5860 -0.1236 -7.3058
C11 -0.4433 -0.1123 -5.5634
C12 -1.1100 0.8050 -4.7372
C13 -0.9093 0.7743 -3.3788
C14 -0.0282 -0.1649 -2.8078
C15 0.6592 -1.0669 -3.6429
C16 0.4493 -1.0378 -4.9993
C17 0.1607 -0.1938 -1.4214
C18 0.3140 -0.2210 -0.1919
H25 -3.6933 0.6342 -9.1874
H26 -2.4581 -0.5920 -9.5692
H27 -1.9970 1.1082 -9.4864
H28 -1.7772 1.5349 -5.1648
H29 -1.4270 1.4817 -2.7443
H30 1.3437 -1.7890 -3.2172
H31 0.9616 -1.7411 -5.6422

Forces on atoms 1 to 3 (eV/Å):
Zr -0.3 -0.5 -0.1
N 0.0 0.1 0.0
C 0.0 0.0 0.0

Summary:
E_HOMO: -14.94 eV
F_max: 0.6 eV/A
Net charge: +3
E_tot: -46344.69572 eV
Frontier orbital gap: 5.433 eV

Results of the Mulliken charge analysis, in e, for atoms 1 through 5: atom 1 (Zr): 1.134, atom 2 (N): -0.501, atom 3 (C): -0.805, atom 4 (C): -0.875, atom 5 (N): 0.227

---

5.
The following is a quantum chemistry calculation of a structure of composition C18H32As3NS2Tc at a distorted geometry, from OMol25.

CARTESIAN COORDINATES (ANGSTROEM)
Tc1 0.2401 0.4378 -0.2642
C1 4.2530 2.1421 -0.4969
As1 2.6976 1.0113 -0.8557
C2 2.9240 0.7203 -2.7704
C3 1.0065 3.6184 0.4033
C4 -0.2307 3.4524 1.3002
C5 -0.3273 4.7221 2.1585
C6 -1.5507 3.3472 0.5034
As2 -1.9195 1.5928 -0.3125
C7 -2.5619 2.0780 -2.0787
C8 -3.5677 1.0038 0.5292
C9 -0.0719 2.1949 2.1716
As3 1.1753 1.9107 3.7363
C10 0.5263 3.2240 5.0391
C11 2.8100 2.8683 3.1894
H1 4.1889 3.0507 -1.0906
H2 5.1302 1.5723 -0.8047
H3 4.3466 2.3848 0.5586
H4 3.1387 1.6568 -3.2817
H5 2.0245 0.2769 -3.1956
H6 3.7527 0.0286 -2.9250
H7 1.1058 4.6432 0.0447
H8 1.9020 3.3630 0.9673
H9 -0.6239 5.5814 1.5554
H10 0.6312 4.9505 2.6236
H11 -1.0704 4.5792 2.9431
H12 -1.5882 4.1032 -0.2854
H13 -2.3820 3.5521 1.1803
H14 -3.3063 2.8681 -1.9893
H15 -3.0220 1.2144 -2.5571
H16 -1.7413 2.4298 -2.7012
H17 -4.3036 1.7998 0.4253
H18 -3.4263 0.7719 1.5828
H19 -3.9407 0.1182 0.0165
H20 0.2096 1.3339 1.5058
H21 -1.0473 1.9240 2.5886
H22 -0.5426 3.1016 5.2070
H23 0.7437 4.2498 4.7513
H24 1.0364 3.0116 5.9780
H25 3.3024 2.3565 2.3617
H26 3.4879 2.8311 4.0420
H27 2.6360 3.9156 2.9435
S1 1.0261 2.5792 -1.1085
S2 -0.8829 -3.9545 -0.2320
C12 -1.0914 -2.2705 -0.2638
N1 -0.1176 -1.5497 0.2455
C13 0.8794 -2.3754 0.7791
C14 1.9997 -1.9744 1.5096
C15 2.8852 -2.9383 1.9417
C16 2.6721 -4.2942 1.6655
C17 1.5450 -4.7109 0.9901
C18 0.6420 -3.7394 0.5690
H28 -1.9812 -1.8263 -0.6859
H29 2.1406 -0.9345 1.7751
H30 3.7537 -2.6459 2.5160
H31 3.3891 -5.0281 2.0066
H32 1.3621 -5.7588 0.7940

Forces on atoms 1 to 3 (eV/Å):
Tc 0.4 0.6 0.7
C 0.0 -0.2 0.3
As -0.1 0.4 -0.6

Summary:
Energy above the lowest of the compared OMol25 structures with the same formula, charge and spin: 254.1 kJ/mol
Multiplicity: 2
E_HOMO (alpha / beta): -14.15 / -14.15 eV
F_max: 1.1 eV/A
Net charge: +2
E_tot: -227044.43046 eV
Frontier orbital gap (alpha / beta): 6.767 / 7.062 eV

Results of the Mulliken charge analysis, in e, for atoms 1 through 5: atom 1 (Tc): -0.655, atom 2 (C): -1.041, atom 3 (As): 0.475, atom 4 (C): -1.105, atom 5 (C): -0.587

---

6.
The following is a quantum chemistry calculation of a structure of composition C18H32BCuF3N2O7 at a distorted geometry, from OMol25.

CARTESIAN COORDINATES (ANGSTROEM)
C1 -3.8388 0.3868 -2.5560
B1 -2.3619 -0.3474 -2.4786
O1 -1.9539 -1.0985 -3.6351
C2 -1.4603 -0.2209 -1.0798
C3 -2.1996 -1.2574 -0.0578
C4 -1.7670 -1.0942 1.4813
C5 -0.9981 -2.4383 2.0098
C6 -0.9552 -2.5592 3.6190
C7 -1.2717 -1.1859 4.4069
N1 -1.1636 -1.4957 5.8763
N2 -1.5568 1.1864 -0.6575
C8 -1.0799 2.1668 -1.6691
C9 -0.4024 3.5134 -1.0266
O2 -0.0186 4.3538 -1.8867
O3 -0.2783 3.7857 0.3886
C10 1.0806 4.1076 0.7723
C11 1.2894 4.7005 2.2673
O4 2.1043 3.9301 0.0800
C12 0.0914 -0.7361 -1.3178
C13 1.0857 -0.3499 -0.1077
C14 2.4466 0.3848 -0.5479
C15 3.2410 0.6875 0.8390
F1 2.5244 1.5490 1.7201
F2 3.4420 -0.5438 1.5717
F3 4.5459 1.1970 0.5920
O5 0.1963 -2.1530 -1.5308
C16 0.8481 -2.4911 -2.7849
C17 2.4556 -2.4180 -2.7630
C18 3.0775 -1.3063 -3.7456
O6 2.5108 -0.8273 -4.7569
O7 4.3917 -0.7670 -3.4302
H1 -4.6542 -0.4037 -2.3825
H2 -3.9139 1.2864 -1.8451
H3 -3.9313 0.7509 -3.6485
H4 -1.6852 -0.4028 -4.2987
H5 -3.3295 -1.0039 -0.1526
H6 -2.1023 -2.3515 -0.3805
H7 -1.2079 -0.1227 1.7490
H8 -2.7495 -1.0722 2.0984
H9 0.0522 -2.5509 1.5733
H10 -1.6331 -3.3286 1.6226
H11 0.1382 -2.8300 3.8967
H12 -1.6612 -3.3854 4.0154
H13 -0.4900 -0.3602 4.2019
H14 -2.3559 -0.8004 4.2293
H15 -1.2008 -0.6258 6.4358
H16 -1.8911 -2.1665 6.1714
H17 -1.1420 1.3613 0.2700
H18 -0.2781 1.7668 -2.3933
H19 -1.9232 2.5836 -2.3509
H20 1.8714 3.8713 2.8332
H21 0.2513 4.8450 2.7561
H22 1.8601 5.6888 2.2592
H23 0.5283 -0.2375 -2.2730
H24 1.4053 -1.3506 0.3854
H25 0.6203 0.2769 0.7285
H26 2.2590 1.4047 -1.0331
H27 3.1621 -0.2545 -1.1692
H28 0.4891 -1.8996 -3.6950
H29 0.5761 -3.5979 -2.9988
H30 2.8606 -2.3476 -1.6797
H31 2.8555 -3.4359 -3.1546
H32 4.2028 0.1538 -3.1003
Cu1 -1.0083 1.8791 1.7374

Forces on atoms 1 to 3 (eV/Å):
C 0.7 0.4 -0.3
B -0.9 -0.9 -2.4
O 0.4 2.6 2.1

Summary:
Multiplicity: 2
E_HOMO (alpha / beta): -13.96 / -13.95 eV
F_max: 6.5 eV/A
Net charge: +2
E_tot: -89941.57249 eV
Frontier orbital gap (alpha / beta): 5.226 / 2.536 eV

Results of the Mulliken charge analysis, in e, for atoms 1 through 5: atom 1 (C): -0.832, atom 2 (B): 0.301, atom 3 (O): -0.486, atom 4 (C): -0.255, atom 5 (C): -1.468

---

What is the F_max in the third record? 1.5 eV/A